--- one ---
The following is a DFT calculation (the ωB97M-V functional and the def2-TZVPD basis) of C4H8 as an isolated structure.

Calculated values
2S+1: 1
E_LUMO: 0.54 eV
Gap between HOMO and LUMO: 9.1 eV
Total charge: 0

Positions of all 12 atoms, in Å:
C: 1.22 -0.56 0.78
C: 1.00 0.17 -1.02
C: 1.49 0.62 0.16
C: -1.84 0.09 0.07
H: 2.06 1.48 0.36
H: 0.28 -0.98 0.76
H: 1.96 -1.31 0.67
H: -0.97 0.76 -0.22
H: -1.66 -0.45 1.02
H: -2.82 0.64 0.13
H: -1.93 -0.72 -0.65
H: 1.21 0.27 -2.07

---

--- two ---
The following is a DFT calculation (the ωB97M-V functional and the def2-TZVPD basis) of a 2-piece molecular cluster, C4H8 overall.

Calculated values
2S+1: 1
E_LUMO: 1.21 eV
Gap between HOMO and LUMO: 11.4 eV
Total charge: 0

Positions of all 12 atoms, in Å:
C: -0.89 -1.93 0.16
C: 0.99 2.55 -0.85
C: 0.42 1.36 -0.64
C: -0.46 -1.96 1.41
H: -0.70 -2.84 1.99
H: 1.46 3.16 -0.10
H: -1.39 -2.81 -0.25
H: -0.60 -1.14 -0.52
H: -0.03 -1.10 1.91
H: 0.64 0.67 0.16
H: -0.19 1.03 -1.47
H: 0.74 3.00 -1.80

---

--- three ---
The following is a DFT calculation (the ωB97M-V functional and the def2-TZVPD basis) of a 2-piece molecular cluster, C4H8 overall.

Calculated values
2S+1: 1
E_LUMO: 1.41 eV
Gap between HOMO and LUMO: 11.5 eV
Total charge: 0

Positions of all 12 atoms, in Å:
C: -3.59 -4.06 -1.72
C: -2.12 5.13 3.05
C: -2.40 -4.34 -1.20
C: -1.97 4.26 2.04
H: -1.57 -4.84 -1.72
H: -3.77 -4.35 -2.76
H: -1.46 3.31 2.16
H: -1.73 4.96 4.06
H: -2.37 4.50 1.04
H: -2.67 6.06 2.87
H: -4.39 -3.54 -1.19
H: -2.21 -3.97 -0.19

---

Ordering by calculated energy gives the sequence three, two, one, with the first entry being the most stable.

---

--- one ---
The following is a DFT calculation (the ωB97M-V functional and the def2-TZVPD basis) of a 2-piece molecular cluster, C4H8 overall.

Calculated values
2S+1: 1
E_LUMO (alpha / beta): -0.77 / -0.70 eV
Gap between HOMO and LUMO (alpha / beta): 7.3 / 7.4 eV
Total charge: 0

Positions of all 12 atoms, in Å:
C: 0.24 1.57 -0.85
C: 0.42 0.33 -0.04
C: -0.50 -0.70 -0.41
C: 0.18 -1.77 1.97
H: -0.62 -1.48 0.42
H: -1.43 -0.26 -0.99
H: -0.70 1.44 -1.48
H: 1.26 1.52 -1.17
H: -0.02 -1.32 -1.14
H: 0.67 -0.75 2.38
H: 0.17 2.51 -0.26
H: 0.95 -2.53 2.22

---

--- two ---
The following is a DFT calculation (the ωB97M-V functional and the def2-TZVPD basis) of C4H8 as an isolated structure.

Calculated values
2S+1: 1
E_LUMO: 1.14 eV
Gap between HOMO and LUMO: 8.9 eV
Total charge: 0

Positions of all 12 atoms, in Å:
C: 0.54 -0.53 -0.73
C: -0.27 0.33 1.02
C: -0.50 -1.01 0.32
C: 0.51 0.89 -0.16
H: -0.51 0.70 2.01
H: 1.31 1.61 -0.06
H: -1.51 -1.09 -0.09
H: -0.77 1.08 0.21
H: 1.52 -1.00 -0.57
H: 0.26 -0.57 -1.78
H: -0.32 1.56 -1.00
H: -0.27 -1.96 0.83

---

--- three ---
The following is a DFT calculation (the ωB97M-V functional and the def2-TZVPD basis) of one molecule with the formula C4H8.

Calculated values
2S+1: 1
E_LUMO: 1.29 eV
Gap between HOMO and LUMO: 11.6 eV
Total charge: 0

Positions of all 12 atoms, in Å:
C: 1.01 0.44 -0.09
C: -0.47 0.99 0.05
C: -1.04 -0.48 -0.05
C: 0.49 -0.95 0.08
H: 1.51 0.81 -1.04
H: -0.97 1.69 -0.71
H: 0.78 -1.50 0.94
H: -1.48 -0.77 -1.01
H: -1.69 -0.69 0.78
H: 1.79 0.73 0.72
H: -0.59 1.45 1.12
H: 0.71 -1.72 -0.75

---

Ordering by calculated energy gives the sequence three, two, one, with the first entry being the most stable.

---

--- one ---
The following is a DFT calculation (the ωB97M-V functional and the def2-TZVPD basis) of a 2-piece molecular cluster, C4H11N2O2 overall.

Calculated values
2S+1: 1
E_LUMO: -3.16 eV
Gap between HOMO and LUMO: 11.2 eV
Total charge: +1

Positions of all 19 atoms, in Å:
O: 2.47 -0.83 2.10
O: -0.12 1.19 -1.08
N: 0.28 -0.81 0.70
N: -0.79 -0.42 -2.50
C: 0.12 -0.69 2.18
C: -2.25 1.48 -2.12
C: -0.96 0.76 -1.86
C: 1.50 -0.80 2.80
H: 1.25 -1.12 0.53
H: -0.55 -1.46 2.56
H: -2.88 0.96 -2.83
H: 0.16 0.09 0.19
H: -2.79 1.61 -1.18
H: -1.38 -0.64 -3.29
H: -0.32 0.28 2.41
H: -0.35 -1.49 0.27
H: 0.16 -0.78 -2.59
H: -2.02 2.48 -2.48
H: 1.53 -0.86 3.89

---

--- two ---
The following is a DFT calculation (the ωB97M-V functional and the def2-TZVPD basis) of an isolated ion of composition C4H11N2O2 and charge +1.

Calculated values
2S+1: 1
E_LUMO: -3.19 eV
Gap between HOMO and LUMO: 10.9 eV
Total charge: +1

Positions of all 19 atoms, in Å:
O: 1.03 0.42 1.46
O: -0.15 -1.54 -1.13
N: 0.77 -1.19 -0.20
N: -1.13 1.39 1.25
C: -0.68 1.46 -1.18
C: 0.44 -0.04 0.46
C: -0.79 0.55 0.03
C: 1.76 -2.17 0.33
H: 1.39 -3.22 0.11
H: 1.74 -2.05 1.38
H: -0.01 -1.48 -2.12
H: 0.19 2.27 -1.11
H: -2.07 1.17 1.63
H: -1.56 -0.14 -0.05
H: -1.32 2.35 0.99
H: -0.78 0.93 -2.20
H: 2.89 -2.08 -0.08
H: -0.15 1.23 1.70
H: -1.58 2.12 -1.29

---

Ordering by calculated energy gives the sequence one, two, with the first entry being the most stable.

---

--- one ---
The following is a DFT calculation (the ωB97M-V functional and the def2-TZVPD basis) of C5H11NO2 as an isolated structure.

Calculated values
2S+1: 1
E_LUMO: 0.23 eV
Gap between HOMO and LUMO: 8.7 eV
Total charge: 0

Positions of all 19 atoms, in Å:
O: -1.02 0.02 -1.22
O: 2.08 -0.39 2.36
N: 1.46 -0.76 -1.29
C: -0.02 0.00 0.39
C: 0.98 -0.97 -0.02
C: -0.94 -0.31 1.54
C: -1.68 1.21 -1.48
C: 1.94 -0.07 1.23
H: 0.20 1.04 0.18
H: -1.31 0.59 2.01
H: 0.65 -0.43 -1.86
H: 2.04 -1.49 -1.67
H: -2.60 1.32 -0.87
H: -1.96 1.27 -2.54
H: 0.91 -1.97 0.39
H: -1.05 2.10 -1.26
H: -1.78 -0.88 1.14
H: -0.47 -0.94 2.30
H: 2.58 0.65 0.68

---

--- two ---
The following is a DFT calculation (the ωB97M-V functional and the def2-TZVPD basis) of a 2-piece molecular cluster, C5H11NO2 overall.

Calculated values
2S+1: 1
E_LUMO: 0.94 eV
Gap between HOMO and LUMO: 9.7 eV
Total charge: 0

Positions of all 19 atoms, in Å:
O: 0.70 2.38 -0.45
O: 0.97 0.14 1.31
N: -0.03 -0.25 -0.65
C: 1.05 -2.14 0.55
C: 0.65 -0.69 0.36
C: 0.25 1.81 0.69
C: -1.23 1.81 0.94
C: -0.41 -1.14 -1.73
H: -1.48 1.08 1.70
H: -1.02 -1.98 -1.39
H: 0.16 -2.77 0.60
H: 0.45 -1.53 -2.28
H: -1.81 1.58 0.04
H: 0.20 1.99 -1.19
H: -1.02 -0.57 -2.45
H: 1.65 -2.47 -0.29
H: 1.62 -2.25 1.47
H: -1.52 2.81 1.28
H: 0.83 2.20 1.51

---

Ordering by calculated energy gives the sequence two, one, with the first entry being the most stable.